(1)
Molecular formula: C4H9ClNS
Method: DFT, ωB97M-V with the def2-TZVPD basis set

Atoms and positions in Å:
C  -0.87896  0.01829  -0.22892
C  -1.27026  3.34343  0.78800
C  1.01711  -1.07444  0.96609
C  0.38386  -1.64435  -1.33757
N  0.44286  -0.58040  -0.42411
S  -0.63853  1.93907  -0.16772
Cl  -1.08333  4.82607  0.27345
H  -1.48381  -0.38961  0.50716
H  -2.21111  3.14846  1.45273
H  0.32818  -1.96053  1.34126
H  2.09375  -1.43472  0.73587
H  1.20484  -0.30419  1.69710
H  -0.13964  -2.63195  -0.97883
H  -0.39041  -1.49728  -2.08344
H  1.39368  -1.84121  -1.83568
H  1.23177  0.08335  -0.70536

Results
Kohn-Sham gap (alpha / beta) in eV: 8.01 / 6.66
Total energy in a.u.: -1070.475113
Multiplicity: 1
Net charge: +1

Löwdin population analysis, charges in e, atoms 1 to 5:
1 C -0.29
2 C -0.99
3 C 0.01
4 C -0.09
5 N -0.33

=====

(2)
Molecular formula: C4H9ClO2
Method: DFT, ωB97M-V with the def2-TZVPD basis set

Atoms and positions in Å:
C  -0.76292  -1.12857  -1.56497
C  0.37480  2.38168  -0.39412
C  0.87501  -1.19971  1.68814
C  -0.59081  -0.98578  -0.08516
O  0.87422  1.25891  0.19741
O  0.34826  -1.65607  0.52869
Cl  -1.81465  -0.15905  0.72553
H  0.21997  -1.43272  -1.93478
H  -1.57268  -1.90777  -1.64699
H  -1.10096  -0.07570  -1.83838
H  -0.87124  2.47013  -0.21608
H  0.31739  2.47026  -1.55100
H  0.81805  3.29248  -0.09625
H  1.18028  -0.13661  1.60431
H  1.63164  -1.96502  2.08450
H  0.07362  -1.22646  2.49916

Results
Kohn-Sham gap (alpha / beta) in eV: 6.63 / 6.19
Total energy in a.u.: -768.298307
Multiplicity: 1

Löwdin population analysis, charges in e, atoms 1 to 5:
1 C -0.03
2 C -0.38
3 C -0.12
4 C -0.70
5 O -0.35

=====

Asked for relative energy (zero: lowest compared OMol25 entry of this formula, charge and spin) across the records above, the calculation gives 119.9, 108.9 kcal per mole in order.